{
  "formula": "C2F5I",
  "method": "wB97M-V/def2-TZVPD",
  "smiles": "FC(F)(F)C(F)(F)I",
  "energy_ha": -873.22860,
  "spin_multiplicity": 1,
  "homo_lumo_gap_ev": 10.4,
  "homo_ev": -10.533,
  "species": ["F", "C", "F", "F", "C", "F", "F", "I"],
  "xyz": [[0.23015, -0.31516, 1.78777], [-0.31822, 0.22573, 0.73340], [-1.60494, 0.11336, 0.84823], [-0.12445, 1.55027, 0.57297], [0.16628, -0.31344, -0.60654], [-0.09084, -1.65491, -0.88154], [-0.52159, 0.39754, -1.51719], [2.26361, -0.00339, -0.93709]],
  "atomic_forces_ev_per_a": [[0.88, 0.23, 0.45], [-0.16, 0.72, -1.09], [-1.98, -0.84, 0.15], [0.95, 0.22, 1.27], [0.44, -1.61, -1.88], [0.01, 1.66, 1.04], [0.03, -0.33, -0.14], [-0.16, -0.05, 0.19]],
  "nbo_charge": [-0.284, 0.894, -0.293, -0.312, 0.508, -0.327, -0.314, 0.128]
}


{
  "formula": "C2F5NO4PbS2",
  "method": "wB97M-V/def2-TZVPD",
  "energy_ha": -1920.18905,
  "spin_multiplicity": 1,
  "homo_lumo_gap_ev": 6.0,
  "homo_ev": -7.682,
  "species": ["Pb", "N", "S", "O", "O", "C", "F", "F", "S", "O", "O", "C", "F", "F", "F"],
  "xyz": [[0.39878, 2.83861, 0.37834], [-0.12925, -0.49111, -0.33194], [1.46781, -0.07458, -0.72917], [1.65597, -0.49104, -2.11494], [1.59357, 1.41182, -0.46339], [2.79147, -0.84927, 0.35014], [2.28822, -0.72490, 1.62536], [2.67821, -2.19645, 0.09208], [-1.10616, 0.64526, 0.23222], [-0.55858, 1.21653, 1.51902], [-1.26185, 1.84583, -0.66940], [-2.13997, -1.12915, -0.13565], [-1.70397, -1.89677, 0.86372], [-3.43653, -1.38705, 0.10519], [-2.34217, -0.87116, -1.42666]],
  "atomic_forces_ev_per_a": [[0.94, 4.16, 1.08], [-0.03, 2.58, 0.37], [0.02, -2.77, -1.87], [-0.07, 1.10, 1.73], [1.16, -0.88, -0.91], [0.39, -0.01, -0.15], [-0.17, 0.19, 0.20], [-0.15, 0.29, -0.04], [1.16, -4.27, -0.74], [-1.18, -0.50, 0.35], [-1.19, -0.79, -0.18], [-4.65, 1.71, 2.08], [2.57, -0.55, -1.64], [-1.62, 0.98, 0.97], [2.84, -1.24, -1.23]],
  "nbo_charge": [1.549, -1.163, 2.066, -0.879, -1.100, 0.178, -0.391, -0.374, 1.911, -0.981, -0.988, 1.010, -0.250, -0.324, -0.262]
}


{
  "formula": "C2F7N",
  "method": "wB97M-V/def2-TZVPD",
  "energy_ha": -829.89310,
  "spin_multiplicity": 1,
  "homo_lumo_gap_ev": [10.0, 10.0],
  "homo_ev": [-10.668, -10.667],
  "species": ["C", "C", "N", "F", "F", "F", "F", "F", "F", "F"],
  "xyz": [[0.81065, -1.17069, 0.60588], [-0.96601, 0.76877, -0.43991], [0.16999, 0.87200, 0.35390], [1.69657, -1.22013, -0.39412], [1.25780, -0.97271, 1.78457], [-0.09158, -2.05733, 0.46203], [-1.78086, -0.00592, 0.22886], [-0.78598, 0.24323, -1.67345], [-1.51690, 1.99531, -0.55762], [1.20631, 1.54747, -0.37014]],
  "atomic_forces_ev_per_a": [[0.39, 4.51, -2.75], [0.14, 1.18, -1.15], [2.75, -2.59, 1.14], [-0.58, -0.24, 1.69], [0.40, -0.83, 0.22], [-0.43, -0.24, 0.41], [-1.08, -0.66, 0.41], [-0.17, 0.35, 0.25], [-0.14, -0.43, -0.55], [-1.29, -1.05, 0.33]],
  "nbo_charge": [1.161, 0.995, -0.183, -0.282, -0.251, -0.252, -0.301, -0.325, -0.315, -0.247]
}


{
  "formula": "C2FI2O2",
  "method": "wB97M-V/def2-TZVPD",
  "energy_ha": -921.90840,
  "spin_multiplicity": 3,
  "total_charge": -1,
  "homo_lumo_gap_ev": [4.5, 6.5],
  "homo_ev": [-1.331, -4.758],
  "species": ["C", "C", "O", "O", "F", "I", "I"],
  "xyz": [[-1.50098, 0.07661, -0.50239], [0.67806, 0.02077, 0.23240], [-1.64937, 1.20700, -0.73366], [-1.75269, -1.05337, -0.39701], [0.39591, 0.05009, 1.57533], [1.65591, -1.94335, -0.11156], [2.17317, 1.64226, -0.06310]],
  "atomic_forces_ev_per_a": [[-0.77, -0.03, -0.32], [0.93, -0.32, 1.79], [0.25, 1.09, -0.08], [-0.02, -1.04, 0.24], [-0.69, 0.08, -0.66], [-0.07, -1.24, -0.46], [0.37, 1.45, -0.49]],
  "nbo_charge": [0.993, -0.109, -0.547, -0.544, -0.436, -0.166, -0.191]
}


{
  "formula": "C2H10N2",
  "method": "wB97M-V/def2-TZVPD",
  "smiles": "CC.NN",
  "energy_ha": -191.64834,
  "spin_multiplicity": 1,
  "homo_lumo_gap_ev": 9.5,
  "homo_ev": -8.343,
  "species": ["C", "C", "H", "H", "H", "H", "H", "H", "N", "N", "H", "H", "H", "H"],
  "xyz": [[1.98694, -0.73617, -0.03449], [2.05497, 0.77626, -0.01304], [0.96829, -1.14470, -0.11147], [2.56852, -1.13022, -0.89325], [2.47506, -1.12463, 0.84399], [1.63704, 1.21803, -0.91306], [3.09242, 1.10035, 0.08084], [1.50297, 1.20018, 0.83725], [-1.37454, -0.27373, 0.13798], [-2.69533, 0.25823, -0.14452], [-0.62788, 0.11820, -0.46676], [-1.05626, -0.01167, 1.09680], [-3.23714, 0.02303, 0.68803], [-3.08539, -0.38062, -0.83140]],
  "atomic_forces_ev_per_a": [[0.24, -0.40, -0.86], [-0.20, 0.28, 0.31], [0.37, 0.13, 0.14], [-0.37, 0.18, 0.35], [-0.02, -0.32, 0.44], [0.00, 0.09, -0.17], [-0.05, 0.09, -0.06], [0.12, -0.10, -0.14], [1.67, -0.36, 0.76], [0.08, 0.17, 0.23], [-1.28, 0.14, 0.27], [-0.76, -0.11, -1.07], [0.10, 0.23, -0.12], [0.09, 0.00, -0.09]],
  "nbo_charge": [-0.614, -0.611, 0.212, 0.202, 0.203, 0.200, 0.207, 0.198, -0.709, -0.660, 0.348, 0.346, 0.339, 0.339]
}


{
  "formula": "C2H10N2O",
  "method": "wB97M-V/def2-TZVPD",
  "energy_ha": -266.87813,
  "spin_multiplicity": 2,
  "total_charge": -1,
  "homo_lumo_gap_ev": [3.0, 9.2],
  "homo_ev": [1.146, -5.295],
  "species": ["C", "N", "C", "N", "H", "H", "H", "H", "H", "H", "H", "H", "H", "H", "O"],
  "xyz": [[1.92375, -0.97313, 0.23336], [1.12193, 0.17399, -0.14227], [0.03712, 0.44262, 0.79464], [0.15393, 1.79123, 1.36473], [2.71667, -1.13211, -0.49756], [2.33260, -0.88729, 1.25522], [1.31743, -1.87290, 0.21528], [1.75265, 0.96906, -0.15300], [0.05083, -0.27985, 1.62626], [-0.93620, 0.29411, 0.32496], [-0.00017, 2.45258, 0.60127], [-0.66301, 1.91935, 1.95828], [-2.26928, -1.68484, -1.28257], [-2.99667, -0.44118, -1.75107], [-2.74317, -1.33351, -2.05395]],
  "atomic_forces_ev_per_a": [[-0.14, -0.18, 0.15], [0.32, 0.16, -0.01], [0.01, -0.03, 0.48], [0.10, -0.03, -0.28], [0.18, 0.10, 0.06], [0.14, -0.06, -0.14], [-0.21, -0.15, 0.00], [-0.31, 0.08, 0.04], [0.17, 0.17, -0.12], [-0.12, 0.00, -0.37], [-0.04, -0.07, 0.05], [-0.06, 0.02, 0.14], [0.02, 0.07, 0.03], [0.08, -0.13, 0.03], [-0.13, 0.06, -0.04]],
  "nbo_charge": [-0.425, -0.641, -0.460, -0.896, 0.180, 0.152, 0.188, 0.344, 0.139, 0.075, 0.331, 0.324, 0.419, 0.371, -1.100]
}


{
  "formula": "C2H10N2O2",
  "method": "wB97M-V/def2-TZVPD",
  "energy_ha": -342.12166,
  "spin_multiplicity": 2,
  "total_charge": -1,
  "homo_lumo_gap_ev": [3.1, 9.4],
  "homo_ev": [0.744, -5.621],
  "species": ["C", "N", "C", "N", "H", "H", "H", "H", "H", "H", "H", "H", "O", "H", "H", "O"],
  "xyz": [[0.21201, 1.23941, 1.77237], [-0.65229, 0.11378, 1.41884], [0.03710, -0.94916, 0.83334], [-0.23861, -2.14873, 1.14666], [0.99059, 0.98075, 2.49897], [-0.44829, 2.02389, 2.13737], [0.77283, 1.44736, 0.84952], [-1.47720, -0.31009, 1.82065], [0.94088, -0.62459, 0.30227], [0.44337, -2.80990, 0.77823], [2.73304, 0.33674, -2.20721], [3.04185, -0.93369, -2.78322], [2.86027, -0.03375, -3.10666], [-3.03571, 0.56937, -2.58422], [-2.76903, 0.75573, -1.14088], [-3.41080, 0.34288, -1.73603]],
  "atomic_forces_ev_per_a": [[-0.75, -0.74, -0.11], [0.54, -1.63, -1.92], [0.83, 0.47, 1.39], [-0.25, -0.26, -0.06], [-0.28, 0.00, 0.34], [0.49, 0.43, -0.17], [-0.32, 0.65, 0.19], [0.09, 1.03, 1.05], [-0.23, -0.18, -0.30], [-0.18, 0.23, -0.44], [-0.22, 0.60, -0.23], [0.02, -0.26, -0.54], [0.19, -0.29, 0.76], [0.08, -0.06, -0.56], [-0.09, -0.24, 0.21], [0.07, 0.28, 0.39]],
  "nbo_charge": [-0.546, -0.664, 0.110, -0.755, 0.169, 0.193, 0.174, 0.392, 0.078, 0.332, 0.327, 0.388, -1.148, 0.451, 0.468, -0.969]
}


{
  "formula": "C2H10N2O2",
  "method": "wB97M-V/def2-TZVPD",
  "smiles": "NCO.NCO",
  "energy_ha": -342.16038,
  "spin_multiplicity": 1,
  "homo_lumo_gap_ev": 10.4,
  "homo_ev": -9.762,
  "species": ["N", "C", "O", "H", "H", "H", "H", "H", "N", "C", "O", "H", "H", "H", "H", "H"],
  "xyz": [[-2.49436, 2.04293, 1.02583], [-1.59168, 0.94998, 1.39226], [-0.25353, 1.33356, 1.24586], [-2.13832, 2.39343, 0.14463], [-2.45650, 2.77753, 1.72756], [-1.93153, 0.60387, 2.37953], [-1.89338, 0.11847, 0.73538], [0.29198, 0.60724, 1.57318], [2.03721, -1.33764, -2.33006], [1.08310, -1.35244, -1.27841], [1.57042, -0.86728, -0.00991], [2.53882, -0.45689, -2.35944], [2.61668, -2.15805, -2.28831], [0.20945, -0.72682, -1.45829], [0.70909, -2.35819, -1.12622], [1.70257, -1.56969, 0.62639]],
  "atomic_forces_ev_per_a": [[0.70, -0.58, 0.27], [-2.22, 0.10, -0.40], [0.06, -0.25, 0.58], [-0.23, 0.38, 0.00], [0.14, -0.01, -0.29], [0.73, 0.28, 0.24], [0.59, 0.05, -0.19], [0.22, 0.09, -0.34], [-0.65, 0.14, 0.05], [-0.45, 0.04, 0.87], [0.15, 0.37, 0.14], [0.16, -0.37, -0.06], [0.51, 0.23, -0.06], [0.20, 0.20, -0.45], [-0.02, -0.33, -0.22], [0.12, -0.35, -0.15]],
  "nbo_charge": [-0.834, 0.082, -0.724, 0.356, 0.355, 0.146, 0.138, 0.479, -0.840, 0.082, -0.763, 0.374, 0.363, 0.165, 0.154, 0.467]
}


{
  "formula": "C2H10N2O3",
  "method": "wB97M-V/def2-TZVPD",
  "smiles": "NCNC=O.O.O",
  "energy_ha": -417.44380,
  "spin_multiplicity": 1,
  "homo_lumo_gap_ev": 10.4,
  "homo_ev": -9.874,
  "species": ["N", "C", "N", "C", "O", "H", "H", "H", "H", "H", "H", "O", "H", "H", "O", "H", "H"],
  "xyz": [[-0.60365, 0.32186, -1.57202], [0.47611, -0.55604, -1.02403], [0.91706, 0.01611, 0.21066], [2.24770, 0.07411, 0.50954], [3.10819, -0.51801, -0.09259], [-0.90748, -0.07002, -2.46285], [-0.07917, 1.15312, -1.88180], [1.28340, -0.66551, -1.74271], [0.07117, -1.55004, -0.86435], [0.27697, 0.23785, 0.95946], [2.53062, 0.76738, 1.32629], [-1.51322, -0.29744, 2.18354], [-2.19271, 0.29825, 1.83778], [-1.62808, -1.09704, 1.65726], [-3.01795, 0.83239, -0.14084], [-3.62944, 0.42088, -0.76082], [-2.22020, 0.99965, -0.68116]],
  "atomic_forces_ev_per_a": [[1.20, 0.36, -0.62], [-1.25, -0.08, -0.09], [1.18, 0.41, 0.20], [-0.01, 0.25, 0.14], [0.37, -0.16, -0.49], [-0.13, -0.21, 0.17], [-0.47, -0.11, 0.27], [0.41, 0.14, 0.39], [-0.27, -0.23, -0.04], [-0.48, 0.04, -0.18], [-0.47, -0.27, 0.12], [0.14, 0.03, -0.06], [-0.01, -0.07, -0.17], [-0.07, 0.07, 0.08], [-0.11, 0.20, -0.14], [-0.05, 0.04, 0.16], [0.02, -0.41, 0.26]],
  "nbo_charge": [-0.852, -0.053, -0.655, 0.529, -0.609, 0.360, 0.360, 0.206, 0.173, 0.434, 0.118, -0.961, 0.499, 0.469, -0.987, 0.468, 0.500]
}


{
  "formula": "C2H10N2O3",
  "method": "wB97M-V/def2-TZVPD",
  "smiles": "CNC(N)=O.O.O",
  "energy_ha": -417.30346,
  "spin_multiplicity": 1,
  "homo_lumo_gap_ev": 10.2,
  "homo_ev": -9.720,
  "species": ["C", "N", "C", "N", "O", "H", "H", "H", "H", "H", "H", "O", "H", "H", "O", "H", "H"],
  "xyz": [[0.39538, -1.83193, -1.79593], [-0.17890, -0.69243, -1.06834], [-0.75532, -1.24649, 0.19342], [-1.10382, -0.08932, 0.98914], [-1.12193, -2.29323, 0.62858], [1.33465, -2.03108, -1.12312], [0.53538, -1.44433, -2.85850], [-0.44252, -2.56324, -1.87569], [0.35820, 0.06327, -0.97801], [-1.19375, 0.86107, 0.80716], [-1.79546, -0.39954, 1.82656], [1.72491, 1.71675, 1.85423], [2.34653, 1.48803, 1.32009], [1.39855, 0.88963, 1.99380], [0.44711, 3.16144, -0.87540], [0.21774, 3.03930, -1.61480], [-0.02138, 3.36000, -0.18738]],
  "atomic_forces_ev_per_a": [[0.68, 1.58, -0.30], [-4.35, -6.91, 1.60], [-1.09, 6.74, -0.02], [-1.92, -4.12, 3.84], [1.00, -1.46, -1.44], [-1.40, -0.96, -2.28], [0.66, -0.87, 1.34], [1.30, -0.04, 0.43], [2.55, 3.60, 0.86], [0.21, 1.50, -1.23], [2.44, 0.99, -2.77], [-4.45, 4.74, 4.31], [6.76, -1.17, -5.66], [-2.44, -3.56, 1.36], [11.04, 0.56, 10.45], [-6.21, -2.34, -15.77], [-4.80, 1.70, 5.28]],
  "nbo_charge": [-0.441, -0.648, 0.799, -0.909, -0.594, 0.199, 0.206, 0.230, 0.375, 0.391, 0.391, -0.902, 0.445, 0.457, -0.916, 0.443, 0.474]
}